(1)
C29H26N2O2S3Sn as an isolated structure, computed with ωB97M-V/def2-TZVPD.

* Kohn-Sham gap (alpha / beta): 6.89 / 6.89 eV
* molecular weight: 649.45 g/mol
* LUMO (alpha / beta): -0.003 / -0.003 hartree
* electronic energy: -2789.39723 a.u.

XYZ file:
```
63
C29H26N2O2S3Sn | OMol25 | ωB97M-V/def2-TZVPD
Sn 0.78 -0.59 -2.05
C 0.88 -2.44 2.14
C 0.31 -1.88 0.84
N 1.05 -1.08 0.14
N 2.21 -0.65 0.79
C 2.87 0.28 0.21
S 2.62 0.98 -1.35
S 4.30 0.90 1.05
C 4.15 0.21 2.70
C 4.30 -1.32 2.75
C 4.55 -2.15 1.63
C 4.69 -3.53 1.80
C 4.65 -4.11 3.07
C 4.38 -3.27 4.17
C 4.25 -1.91 4.03
C -1.09 -2.17 0.47
C -1.98 -2.62 1.43
C -3.31 -2.69 1.22
C -3.89 -2.55 -0.08
C -2.98 -2.23 -1.08
C -1.59 -2.09 -0.84
O -0.84 -1.83 -1.86
H 1.50 -3.33 1.92
H 0.13 -2.76 2.85
H 1.51 -1.67 2.62
H 3.24 0.49 3.18
H 4.94 0.68 3.29
H 4.47 -1.78 0.61
H 4.73 -4.20 0.98
H 4.75 -5.15 3.17
H 4.30 -3.79 5.13
H 4.03 -1.24 4.83
H -1.60 -2.74 2.45
H -3.94 -2.87 2.09
H -4.97 -2.75 -0.22
H -3.17 -2.11 -2.15
C 0.66 -0.34 -4.02
H 0.08 -1.14 -4.37
H 1.62 -0.34 -4.58
O -0.69 0.82 -1.45
S -0.73 2.10 -2.32
C -0.84 3.38 -1.05
C 0.30 4.14 -0.84
C 0.35 4.92 0.29
C -0.73 4.96 1.12
C -1.86 4.23 0.88
C -1.96 3.41 -0.22
C -2.39 2.08 -2.94
C -2.91 0.83 -3.36
C -4.20 0.71 -3.80
C -4.92 1.90 -3.89
C -4.48 3.12 -3.41
C -3.17 3.23 -2.93
H 1.18 4.04 -1.46
H 1.28 5.42 0.45
H -0.55 5.54 2.10
H -2.67 4.41 1.52
H -2.84 2.83 -0.43
H -2.32 -0.07 -3.22
H -4.59 -0.23 -4.05
H -5.91 1.77 -4.31
H -5.08 4.05 -3.20
H -2.82 4.16 -2.47
```


(2)
C62H66AsGeO2Ru as an isolated structure, computed with ωB97M-V/def2-TZVPD.

* Kohn-Sham gap (alpha / beta): 7.27 / 7.23 eV
* molecular weight: 1091.81 g/mol
* ⟨S²⟩: 8.766
* multiplicity: 6
* LUMO (alpha / beta): 0.010 / -0.037 hartree
* electronic energy: -6960.12254 a.u.

XYZ file:
```
133
C62H66AsGeO2Ru | OMol25 | ωB97M-V/def2-TZVPD
Ru 0.80 -0.70 0.92
C -0.19 -0.82 3.15
C 0.43 0.46 3.23
C 1.86 0.22 3.33
C 2.04 -1.18 3.32
C 0.79 -1.84 3.23
C 0.57 -3.28 3.66
C 0.54 -3.28 5.19
C -0.74 -3.85 3.13
C 1.72 -4.17 3.16
C 3.06 1.15 3.50
C 2.94 1.97 4.80
C 4.36 0.35 3.63
C 3.24 2.09 2.28
C -0.44 1.69 3.52
C -0.50 1.85 5.06
C -1.89 1.49 3.05
C 0.06 2.98 2.86
H -1.25 -0.98 3.22
H 2.98 -1.69 3.43
H -0.29 -2.67 5.56
H 1.47 -2.88 5.60
H 0.41 -4.30 5.56
H -1.59 -3.19 3.34
H -0.95 -4.82 3.60
H -0.68 -4.00 2.06
H 2.67 -3.89 3.61
H 1.81 -4.11 2.08
H 1.51 -5.21 3.43
H 2.66 1.32 5.63
H 2.21 2.77 4.72
H 3.90 2.43 5.03
H 4.35 -0.28 4.53
H 5.19 1.05 3.72
H 4.54 -0.28 2.76
H 2.28 2.38 1.85
H 3.80 1.57 1.51
H 3.79 2.99 2.57
H -0.86 0.92 5.51
H -1.20 2.65 5.31
H 0.46 2.09 5.49
H -2.42 0.75 3.65
H -1.92 1.19 2.01
H -2.42 2.44 3.15
H 1.04 3.29 3.21
H -0.64 3.79 3.09
H 0.09 2.85 1.78
C 4.77 -0.84 -1.80
C 4.52 -1.87 -0.90
C 3.55 -1.72 0.09
C 2.83 -0.53 0.19
C 3.09 0.50 -0.72
C 4.05 0.34 -1.71
H 5.51 -0.97 -2.57
H 5.10 -2.79 -0.96
H 3.39 -2.53 0.79
H 2.52 1.42 -0.66
H 4.23 1.14 -2.42
O 0.26 0.04 -1.43
C -0.89 0.33 -1.02
O -1.13 0.46 0.21
C -2.02 0.47 -2.02
C -2.93 1.66 -1.73
Ge -2.08 3.37 -2.24
C -3.40 4.82 -2.02
C -4.69 4.55 -1.59
C -5.65 5.56 -1.53
C -5.31 6.85 -1.90
C -4.01 7.14 -2.31
C -3.07 6.12 -2.37
C -0.47 3.74 -1.18
C -0.53 4.54 -0.03
C 0.61 4.79 0.72
C 1.83 4.26 0.33
C 1.90 3.47 -0.81
C 0.76 3.21 -1.56
C -1.51 3.30 -4.13
C -0.60 4.24 -4.60
C -0.15 4.20 -5.91
C -0.58 3.19 -6.76
C -1.50 2.26 -6.31
C -1.97 2.32 -5.00
H -2.59 -0.46 -1.95
H -1.57 0.51 -3.01
H -3.17 1.69 -0.66
H -3.87 1.56 -2.28
H -4.96 3.54 -1.30
H -6.65 5.33 -1.20
H -6.05 7.64 -1.86
H -3.75 8.15 -2.60
H -2.05 6.35 -2.69
H -1.49 4.96 0.27
H 0.54 5.41 1.60
H 2.72 4.46 0.91
H 2.86 3.06 -1.12
H 0.83 2.58 -2.44
H -0.24 5.01 -3.93
H 0.55 4.94 -6.27
H -0.21 3.14 -7.78
H -1.85 1.47 -6.97
H -2.70 1.59 -4.67
C -0.71 -2.34 -5.23
C -1.73 -2.88 -4.46
C -1.55 -3.04 -3.09
C -0.36 -2.66 -2.49
C 0.67 -2.15 -3.28
C 0.49 -1.98 -4.64
As -0.05 -2.84 -0.56
C -1.66 -3.84 -0.13
C -2.88 -3.31 0.28
C -3.92 -4.17 0.60
C -3.74 -5.54 0.51
C -2.52 -6.07 0.11
C -1.47 -5.22 -0.22
C -0.12 -5.64 -0.64
C 0.29 -6.94 -0.90
C 1.58 -7.18 -1.34
C 2.48 -6.13 -1.51
C 2.08 -4.83 -1.24
C 0.79 -4.59 -0.81
H -0.86 -2.20 -6.30
H -2.66 -3.18 -4.92
H -2.35 -3.47 -2.50
H 1.60 -1.85 -2.81
H 1.29 -1.57 -5.25
H -2.99 -2.24 0.38
H -4.88 -3.77 0.92
H -4.56 -6.21 0.77
H -2.39 -7.15 0.07
H -0.39 -7.77 -0.76
H 1.89 -8.19 -1.56
H 3.48 -6.33 -1.87
H 2.78 -4.01 -1.36
```


(3)
A 3-piece molecular cluster, C30H48NO8Si overall, computed with ωB97M-V/def2-TZVPD.

* Kohn-Sham gap: 7.13 eV
* molecular weight: 578.80 g/mol
* total charge: +1
* LUMO: -0.169 hartree
* electronic energy: -2117.90001 a.u.

XYZ file:
```
88
C30H48NO8Si | OMol25 | ωB97M-V/def2-TZVPD
C 5.77 0.44 0.38
Si 3.96 0.71 -0.10
C 2.83 0.29 1.36
C 3.65 2.47 -0.72
C 3.81 3.55 0.39
C 3.51 4.97 -0.13
C 2.04 5.25 -0.54
C 1.03 5.05 0.61
C -0.41 4.77 0.10
C -1.27 4.06 1.19
C -1.86 2.82 0.51
O -2.49 1.90 1.45
C -3.18 0.94 0.83
O -4.20 0.45 1.26
C -2.64 0.40 -0.51
C -3.14 0.95 -1.74
C -2.61 0.48 -2.88
N -1.65 -0.44 -2.84
C -1.18 -0.98 -1.73
C -1.66 -0.56 -0.52
C 3.44 -0.47 -1.52
C 3.30 0.04 -2.80
C 2.97 -0.76 -3.88
C 2.76 -2.11 -3.67
C 2.90 -2.62 -2.40
C 3.22 -1.83 -1.32
H 6.17 -0.39 -0.22
H 5.81 0.17 1.44
H 6.32 1.36 0.20
H 2.56 1.17 1.95
H 3.32 -0.42 2.04
H 1.89 -0.18 1.02
H 4.40 2.69 -1.50
H 2.65 2.57 -1.17
H 3.27 3.29 1.30
H 4.88 3.54 0.66
H 4.13 5.12 -1.03
H 3.83 5.74 0.59
H 2.00 6.32 -0.80
H 1.80 4.67 -1.43
H 1.33 4.22 1.26
H 0.96 5.97 1.22
H -0.29 4.12 -0.78
H -0.92 5.68 -0.23
H -0.62 3.68 1.99
H -2.02 4.72 1.62
H -1.03 2.35 -0.03
H -2.64 3.17 -0.17
H -3.91 1.71 -1.68
H -2.94 0.88 -3.83
H -1.23 -0.76 -3.71
H -0.39 -1.72 -1.75
H -1.30 -0.95 0.42
H 3.48 1.09 -3.01
H 2.90 -0.32 -4.87
H 2.49 -2.74 -4.52
H 2.75 -3.70 -2.27
H 3.33 -2.26 -0.33
C 0.15 -2.08 6.17
C 0.50 -2.75 4.86
O 1.91 -2.78 4.64
C 2.58 -3.72 5.33
O 2.10 -4.52 6.08
O 3.88 -3.59 5.05
C 4.72 -4.47 5.79
H 0.60 -1.09 6.23
H -0.93 -1.98 6.28
H 0.53 -2.66 7.02
H 0.08 -2.17 4.04
H 0.08 -3.76 4.80
H 4.40 -5.51 5.69
H 4.74 -4.18 6.84
H 5.72 -4.38 5.38
C -7.29 -3.88 -5.15
C -8.21 -3.65 -3.97
O -7.47 -3.55 -2.74
C -6.86 -2.40 -2.53
O -6.88 -1.43 -3.25
O -6.20 -2.48 -1.37
C -5.43 -1.33 -1.06
H -6.65 -4.75 -4.98
H -7.87 -4.04 -6.06
H -6.64 -3.02 -5.32
H -8.88 -4.50 -3.86
H -8.83 -2.77 -4.11
H -6.05 -0.43 -1.10
H -4.58 -1.22 -1.74
H -5.06 -1.44 -0.05
```


(4)
C20H21Cl2IN2O8S2SiSn as an isolated structure, computed with ωB97M-V/def2-TZVPD.

* Kohn-Sham gap: 5.38 eV
* molecular weight: 826.14 g/mol
* total charge: -2
* LUMO: 0.139 hartree
* electronic energy: -4004.61298 a.u.

XYZ file:
```
58
C20H21Cl2IN2O8S2SiSn | OMol25 | ωB97M-V/def2-TZVPD
Sn -0.15 -0.48 -0.32
Cl -4.55 -3.58 -0.53
C -4.62 -1.91 -0.03
C -5.87 -1.37 0.30
C -5.99 -0.07 0.70
Cl -7.59 0.56 1.09
C -4.85 0.76 0.79
C -4.86 2.12 1.19
C -3.70 2.83 1.22
C -2.49 2.18 0.89
N -2.46 0.93 0.53
C -3.60 0.21 0.46
C -3.42 -1.18 0.02
O -2.28 -1.64 -0.27
H -6.74 -2.00 0.24
H -5.81 2.58 1.46
H -3.69 3.87 1.52
H -1.53 2.70 0.90
O 1.80 -1.16 -1.92
S 2.88 -0.31 -1.37
O 4.19 -0.92 -1.40
O 2.48 0.21 -0.06
C 2.99 1.03 -2.57
C 3.43 0.54 -3.81
C 3.55 1.37 -4.91
C 3.23 2.71 -4.79
C 2.79 3.20 -3.57
C 2.66 2.38 -2.44
S 2.12 3.26 -0.94
O 3.24 3.16 -0.02
O 1.85 4.61 -1.41
O 0.93 2.55 -0.47
H 3.67 -0.51 -3.89
H 3.88 0.96 -5.86
H 3.32 3.38 -5.64
H 2.53 4.24 -3.44
C -0.45 -3.54 2.38
Si 0.48 -2.80 0.92
C 2.31 -3.08 1.35
C 0.15 -4.00 -0.50
H -0.26 -4.62 2.40
H -1.53 -3.39 2.30
H -0.14 -3.13 3.35
H 2.56 -4.13 1.18
H 2.52 -2.86 2.40
H 2.98 -2.47 0.74
H 0.40 -5.03 -0.21
H 0.75 -3.73 -1.37
H -0.90 -3.97 -0.80
N 1.59 -0.24 3.18
C 0.92 0.78 2.58
O -0.24 0.66 2.19
C 1.63 2.09 2.38
I 3.03 2.64 3.90
H 1.18 -1.14 3.02
H 2.59 -0.20 3.18
H 0.89 2.89 2.33
H 2.20 2.08 1.45
```


(5)
One molecule with the formula C14H18I2N2O5S3, computed with ωB97M-V/def2-TZVPD.

* Kohn-Sham gap: 8.39 eV
* molecular weight: 644.32 g/mol
* LUMO: -0.025 hartree
* electronic energy: -2819.87899 a.u.

XYZ file:
```
44
C14H18I2N2O5S3 | OMol25 | ωB97M-V/def2-TZVPD
C 3.84 2.65 -0.19
C 3.94 1.82 1.08
C 3.08 0.55 1.07
I 3.88 -0.79 2.56
C 1.54 0.69 1.20
I 0.85 2.75 1.56
O 1.04 -0.02 2.36
S -0.55 -0.28 2.23
O -0.75 -1.67 2.49
O -1.32 0.65 2.96
O -0.63 0.03 0.68
C 0.73 -0.02 0.08
C 0.63 0.71 -1.24
C 1.89 0.73 -2.09
O 2.50 -0.26 -2.42
C 1.12 -1.50 -0.05
C 0.38 -2.33 -1.10
C -1.05 -2.74 -0.71
S -2.20 -1.63 -1.56
C -3.62 -1.72 -0.53
S -4.08 -3.06 0.25
N -4.31 -0.51 -0.42
C -4.79 0.07 0.73
C -5.35 1.24 0.35
N -5.25 1.40 -1.01
C -4.63 0.35 -1.44
H 4.39 2.16 -1.00
H 4.32 3.62 -0.03
H 2.82 2.85 -0.51
H 4.97 1.47 1.13
H 3.78 2.41 1.99
H 3.29 0.04 0.14
H 0.31 1.75 -1.08
H -0.15 0.25 -1.85
H 2.22 1.72 -2.45
H 2.17 -1.53 -0.32
H 1.04 -2.00 0.91
H 0.38 -1.88 -2.09
H 0.96 -3.25 -1.21
H -1.28 -3.75 -1.04
H -1.20 -2.72 0.37
H -4.69 -0.38 1.70
H -5.80 1.97 1.00
H -4.40 0.15 -2.47
```


(6)
A 2-piece molecular cluster, C15H14Cl2FNO2 overall, computed with ωB97M-V/def2-TZVPD.

* Kohn-Sham gap: 9.68 eV
* molecular weight: 330.19 g/mol
* LUMO: 0.023 hartree
* electronic energy: -1805.45797 a.u.

XYZ file:
```
35
C15H14Cl2FNO2 | OMol25 | ωB97M-V/def2-TZVPD
Cl 0.77 2.18 1.65
C 0.06 2.99 0.31
N -0.21 2.20 -0.69
F -0.65 -0.35 -0.38
C -0.89 2.62 -1.73
Cl -1.31 1.39 -2.84
C -1.16 3.97 -1.93
C -0.76 4.87 -0.92
C -0.15 4.37 0.24
H -1.62 4.24 -2.88
H -0.91 5.91 -1.04
H 0.21 4.96 1.08
C 4.39 -0.22 -0.99
C 3.32 -0.19 0.05
O 2.28 -1.08 -0.47
C 1.30 -1.33 0.41
C -0.04 -1.57 -0.30
C -1.12 -2.29 0.45
C -1.45 -1.83 1.74
C -2.57 -2.37 2.37
C -3.38 -3.29 1.69
C -3.07 -3.67 0.38
C -1.97 -3.12 -0.27
O 1.41 -1.22 1.61
H 5.13 0.54 -0.79
H 4.88 -1.20 -0.99
H 3.98 -0.06 -1.99
H 3.65 -0.59 1.01
H 2.90 0.81 0.20
H 0.13 -1.95 -1.34
H -0.77 -1.16 2.27
H -2.80 -2.09 3.39
H -4.27 -3.72 2.16
H -3.65 -4.41 -0.17
H -1.64 -3.35 -1.28
```


(7)
A 2-piece molecular cluster, C2H5N5 overall, computed with ωB97M-V/def2-TZVPD.

* Kohn-Sham gap: 10.66 eV
* molecular weight: 99.10 g/mol
* LUMO: 0.025 hartree
* electronic energy: -352.87706 a.u.

XYZ file:
```
12
C2H5N5 | OMol25 | ωB97M-V/def2-TZVPD
C -0.39 -1.11 0.14
C -0.47 0.20 -0.59
N 4.04 -1.62 -0.24
N -0.45 -2.13 0.67
N 2.11 -0.90 0.87
N 3.09 -1.28 0.29
N -1.60 1.02 -0.11
H 0.40 0.61 -0.24
H -0.35 0.07 -1.72
H -1.27 1.90 0.33
H 1.43 -1.40 1.33
H -2.29 1.01 -0.81
```